1.
{
  "formula": "C57H44BrCl3FIN2NaO6P",
  "method": "the ωB97M-V functional and the def2-TZVPD basis",
  "multiplicity": 1,
  "total_charge": -2,
  "gap_ev": 4.1,
  "e_above_lowest_kcal_mol": 25.1,
  "species": ["C", "H", "H", "H", "H", "H", "H", "C", "C", "H", "C", "C", "H", "H", "C", "C", "O", "C", "C", "H", "C", "C", "H", "C", "C", "C", "H", "C", "C", "H", "H", "O", "C", "H", "Na", "H", "H", "Cl", "C", "H", "H", "C", "F", "N", "H", "C", "C", "C", "C", "H", "C", "H", "C", "C", "C", "C", "H", "C", "C", "C", "C", "H", "H", "C", "O", "C", "C", "C", "I", "H", "C", "C", "Cl", "C", "O", "P", "H", "N", "H", "H", "O", "H", "C", "C", "H", "H", "C", "C", "C", "Br", "H", "H", "H", "H", "C", "C", "H", "H", "C", "C", "H", "C", "H", "H", "C", "Cl", "C", "C", "C", "C", "C", "H", "C", "C", "O", "H", "H"],
  "xyz": [[0.5258, 4.6631, 5.0262], [-1.2273, -3.8764, -0.1714], [1.4667, -1.4592, -3.3142], [-1.0312, -2.4921, -7.6336], [-6.9725, -4.7727, 0.0918], [-1.0788, -5.0709, 4.0444], [1.0430, -2.3970, 6.6240], [1.8787, -2.1986, -2.6331], [-3.8316, 0.8260, 2.0245], [1.8695, 5.1494, -4.1596], [0.3470, -2.5684, 5.8118], [-0.9550, 2.2865, 4.4818], [1.2270, 4.4506, 3.0042], [-3.3835, 1.1039, 7.3374], [-6.7830, -2.5698, -1.5551], [-4.9886, -4.6675, -0.7071], [-1.5949, -1.4039, -0.0881], [4.0172, 3.0767, -2.5488], [-0.2065, -1.4868, 5.1475], [-7.3023, -2.3539, -0.6110], [-2.8485, -1.9121, -6.5571], [3.1016, -4.1259, -1.0246], [0.4978, -4.7130, 5.9138], [-0.7351, -0.9185, -6.1198], [-4.7998, -1.1046, -1.5909], [-1.1107, -1.6698, 4.0968], [1.1114, 5.5559, 5.2126], [0.6007, 4.0273, 3.7792], [-1.3567, -2.2247, -6.6282], [-4.4480, -6.6993, -0.2872], [-6.1858, -2.1307, 2.7690], [0.8400, 1.9989, -1.1072], [2.2225, 4.3729, -3.4949], [-6.7743, -1.7224, -3.5492], [-0.3949, 0.3016, -0.9398], [-1.9028, 0.6526, -5.1109], [0.2600, -1.0489, -5.6961], [-0.3646, 4.0565, -2.8204], [-4.1008, -5.6795, -0.4017], [-3.8233, -2.2691, 3.3967], [-1.1082, -3.0447, -5.9513], [-6.0193, -0.1684, 1.9163], [-1.9059, -6.4174, -0.0044], [-5.3492, -2.3442, -1.3559], [0.0878, -0.4838, 5.4319], [2.9769, -4.3457, -2.4123], [3.7822, -5.0476, -0.1890], [2.3902, -3.3888, -3.1994], [-4.5148, -3.3563, -0.8920], [-3.1643, 1.6492, 1.7908], [-0.8485, -4.0649, 4.3755], [-0.4308, 4.6729, 6.9294], [-7.3729, -1.6694, -2.6381], [-3.3232, -0.3073, 2.6657], [-5.5263, -1.2974, 2.5493], [-1.4066, -2.9789, 3.7168], [-2.0243, 3.1545, 7.6469], [-4.1859, -1.3716, 2.9127], [3.5663, 4.0613, -3.4135], [-1.1859, -0.6919, -3.6479], [2.5365, -2.9244, -0.4707], [4.4491, -5.5201, 1.7823], [-7.4420, -0.6286, -2.3251], [3.9168, -4.8169, 1.1503], [-0.3539, -0.0056, -3.1205], [2.7103, -2.7537, 0.9323], [-1.0693, 3.0038, 5.7288], [-3.5513, -0.7441, -1.2506], [0.0953, 2.4047, 1.4054], [-8.1179, -4.1804, -2.0128], [-6.4575, -4.9507, -0.8583], [-0.1221, 2.8985, 3.4696], [3.6738, 1.1917, -0.6720], [1.6911, 2.6331, -1.8053], [-3.3003, 0.8181, -2.9785], [-1.5134, -0.2361, 3.0179], [-5.4212, -0.3872, -2.1034], [-2.9560, -1.2174, -5.2781], [2.3109, -3.5545, -4.2746], [3.3623, -5.2687, -2.8381], [-1.6129, -1.8455, -3.1340], [-3.0438, -0.2654, 5.3313], [-0.3179, 4.1755, 5.9720], [1.3256, 3.6781, -2.7044], [-8.3836, -2.0129, -2.8618], [4.2096, -5.9426, -0.6360], [-2.9795, 0.5830, -1.7843], [-2.2757, -4.1128, -0.3243], [3.1028, 2.3974, -1.7669], [2.0252, -1.1781, 1.7544], [-2.0535, -3.1515, 2.8680], [-3.7850, -0.6549, -5.1437], [5.0695, 2.8412, -2.4718], [-3.1392, -1.2903, -7.4169], [0.0323, -3.8649, 5.4270], [-2.6847, 1.4305, 6.5760], [-6.6155, -5.9985, -1.1201], [-7.0598, -0.1206, 1.6154], [-7.0414, -4.0291, -1.9180], [-2.6660, -1.6901, -0.6024], [-3.4748, -2.8078, -6.5608], [-2.7516, -5.3916, -0.2518], [-5.5322, 1.7745, 1.1385], [-6.5755, -4.2419, -2.8852], [-1.7350, -0.4188, -5.0533], [4.7207, 4.9320, -4.4098], [-3.1646, -3.0759, -0.6210], [-1.6706, 1.0467, 4.3851], [-2.5093, 0.6719, 5.4152], [3.3741, -3.6498, 1.7256], [1.8780, -1.9390, -1.2706], [-0.6703, -0.1977, -6.9369], [-1.9496, 2.5638, 6.7400], [-5.1625, 0.8955, 1.6518], [-2.2512, 1.2302, -1.0162], [3.4847, -3.4591, 2.7856], [-2.3507, -2.1069, -3.7309]],
  "forces_ev_per_angstrom": [[0.01, 0.09, 0.10], [-0.03, 0.03, 0.02], [-0.06, -0.03, -0.04], [0.03, -0.01, 0.00], [0.00, -0.02, 0.02], [-0.01, 0.03, -0.02], [0.04, 0.01, -0.03], [0.23, -0.44, 0.14], [0.06, 0.02, -0.10], [0.00, -0.02, -0.01], [0.00, -0.05, 0.01], [0.17, 0.22, 0.08], [0.01, 0.05, 0.05], [0.04, -0.03, 0.01], [-0.17, -0.03, -0.11], [-0.09, -0.18, 0.04], [-0.04, -0.43, 0.13], [-0.14, 0.05, 0.01], [-0.07, 0.01, 0.01], [0.00, -0.04, 0.03], [0.03, -0.08, 0.01], [-0.05, 0.18, 0.28], [-0.03, 0.01, 0.05], [-0.02, -0.07, 0.04], [0.02, -0.14, 0.20], [0.17, -0.04, -0.14], [0.01, -0.02, -0.02], [-0.04, -0.16, -0.22], [-0.02, 0.12, 0.01], [0.01, 0.00, -0.01], [0.02, -0.01, -0.04], [0.55, 0.52, -0.10], [-0.05, -0.02, 0.06], [-0.02, 0.00, -0.01], [1.33, -0.82, 0.37], [-0.04, 0.05, 0.03], [0.02, 0.03, -0.06], [-0.09, 0.04, -0.01], [-0.02, 0.12, -0.02], [-0.04, 0.06, 0.05], [-0.05, -0.02, -0.01], [0.03, 0.02, -0.05], [0.02, -0.08, 0.05], [0.02, 0.11, -0.05], [-0.01, -0.02, 0.04], [0.03, -0.10, -0.13], [0.02, -0.10, 0.01], [-0.04, 0.12, -0.04], [0.14, 0.02, 0.06], [-0.01, -0.02, -0.07], [0.01, -0.02, 0.02], [-0.01, -0.02, 0.00], [0.04, 0.04, 0.11], [0.03, -0.21, -0.07], [-0.04, -0.06, 0.00], [-0.05, 0.05, -0.11], [-0.01, 0.00, -0.01], [0.06, 0.01, 0.04], [0.04, -0.04, 0.04], [0.30, -0.02, -0.66], [0.07, -0.19, -0.40], [-0.01, -0.02, -0.01], [0.02, -0.01, -0.04], [0.02, -0.04, -0.05], [-0.24, -0.06, -0.46], [0.03, -0.09, 0.04], [-0.02, -0.14, -0.29], [0.33, 0.20, -0.33], [0.13, 0.16, 0.42], [-0.02, 0.02, -0.04], [0.00, 0.07, -0.13], [-0.13, -0.11, 0.05], [0.04, -0.09, 0.11], [-0.07, 0.07, 0.08], [-0.13, 0.14, 0.26], [0.01, 0.42, 0.17], [0.02, -0.04, -0.04], [0.06, 0.11, -0.01], [0.04, -0.01, 0.02], [0.02, 0.02, 0.01], [-0.08, -0.12, 0.04], [-0.05, -0.02, -0.02], [0.05, 0.10, 0.06], [0.08, -0.06, -0.07], [-0.01, -0.01, 0.00], [-0.02, 0.02, 0.00], [-0.68, -0.07, -0.13], [0.14, 0.06, 0.05], [-0.12, 0.07, -0.03], [-0.03, -0.05, 0.07], [0.05, -0.07, -0.13], [0.01, -0.01, 0.06], [0.00, -0.01, -0.01], [0.00, 0.03, 0.02], [-0.01, 0.00, -0.02], [-0.07, 0.03, 0.15], [0.01, -0.01, 0.01], [-0.01, 0.02, 0.02], [0.12, -0.01, 0.18], [-0.24, 0.28, 0.22], [0.00, 0.01, -0.02], [0.01, 0.07, 0.04], [0.04, 0.02, -0.01], [-0.04, 0.02, -0.03], [0.11, -0.09, 0.21], [0.06, 0.05, -0.05], [-0.23, -0.25, 0.09], [-0.14, -0.10, 0.08], [0.07, 0.06, -0.25], [-0.07, 0.10, 0.08], [-0.35, 0.49, 0.09], [0.02, 0.03, 0.04], [0.01, -0.01, 0.01], [-0.05, -0.06, 0.02], [-0.95, 0.38, -0.15], [-0.02, 0.01, -0.02], [-0.03, 0.02, 0.05]]
}

=====

2.
{
  "formula": "C5H7PS",
  "method": "the ωB97M-V functional and the def2-TZVPD basis",
  "multiplicity": 1,
  "total_charge": 0,
  "gap_ev": 7.4,
  "e_above_lowest_kcal_mol": 98.2,
  "species": ["H", "C", "C", "H", "C", "C", "H", "S", "H", "P", "H", "H", "H", "C"],
  "xyz": [[1.1582, 2.8604, -0.7985], [-1.1610, 1.0152, 0.9391], [-0.5987, -1.5140, 0.7612], [1.3273, 1.2734, -1.6711], [0.7353, 1.7792, -0.9755], [0.8081, -0.9690, 0.4258], [-0.8432, -2.2389, 0.1209], [-2.5516, -0.1827, -0.6436], [-0.4649, -1.9012, 1.7013], [0.5823, 0.9566, 0.6738], [-0.1900, 1.7573, -1.6119], [0.9476, -1.3095, -0.5423], [1.7361, -1.1803, 0.9558], [-1.4855, -0.3466, 0.6650]],
  "forces_ev_per_angstrom": [[-1.05, -2.04, -0.62], [-1.34, -1.84, -0.27], [2.50, 2.70, 2.01], [1.90, -0.99, -0.46], [-0.88, 2.50, 0.38], [-0.30, 2.17, 0.33], [-1.24, -2.74, -2.45], [0.63, 0.40, 1.07], [-0.56, -1.07, 2.63], [0.77, -0.82, -0.96], [0.14, 0.52, 1.22], [0.73, 0.01, -2.28], [-0.58, -0.68, 0.63], [-0.70, 1.87, -1.22]]
}